No. 1
The following is a DFT calculation (the ωB97M-V functional and the def2-TZVPD basis) of a 10-piece molecular cluster, C31H63N3O10SSi overall at a distorted geometry.

* SMILES: [H]/N=C(\C)C[Si@@](N)(S)OC#N.CC(C)=O.CC(C)=O.CC(C)=O.CC(C)=O.CC(C)=O.CC(C)=O.CC(C)=O.CC(C)=O.CC(C)=O
* total energy: -2823.398980 a.u.
* Kohn-Sham gap: 9.1 eV
* max |F|: 0.03711 hartree/bohr
* LUMO energy: 0.3 eV

Structure (ORCA input):
```
! RIJCOSX wB97M-V def2-TZVPD def2/J DEFGRID3
* xyz 0 1
C 7.523 -1.233 0.805
C 6.484 -1.689 1.776
N 6.667 -1.742 3.034
C 5.163 -2.163 1.272
Si 3.984 -0.874 0.598
N 3.065 -0.277 1.911
S 4.789 0.684 -0.552
O 2.909 -1.699 -0.511
C 2.350 -2.761 -0.077
N 1.846 -3.701 0.363
H 8.225 -2.028 0.599
H 7.126 -0.857 -0.123
H 8.089 -0.433 1.264
H 7.592 -1.392 3.273
H 5.280 -2.959 0.542
H 4.656 -2.598 2.124
H 2.103 -0.084 1.651
H 3.037 -0.954 2.661
H 4.149 0.445 -1.705
C 3.335 -0.339 -5.216
C 2.388 -0.122 -4.063
O 2.760 0.362 -3.016
C 0.959 -0.545 -4.251
H 4.330 0.003 -4.946
H 3.372 -1.399 -5.472
H 2.987 0.213 -6.090
H 0.913 -1.613 -4.455
H 0.512 -0.013 -5.091
H 0.391 -0.335 -3.349
C 1.031 2.367 -0.125
C 0.062 2.458 1.031
O 0.390 2.906 2.103
C -1.337 1.949 0.777
H 2.003 2.745 0.181
H 1.138 1.328 -0.443
H 0.665 2.954 -0.969
H -1.299 0.895 0.497
H -1.801 2.512 -0.035
H -1.940 2.064 1.674
C -0.824 -2.258 2.224
C -0.980 -1.102 1.265
O -0.036 -0.436 0.906
C -2.375 -0.819 0.762
H 0.221 -2.358 2.502
H -1.427 -2.099 3.119
H -1.147 -3.182 1.742
H -3.035 -0.593 1.600
H -2.768 -1.693 0.241
H -2.356 0.030 0.083
C -4.067 4.941 4.089
C -4.132 3.453 3.855
O -4.193 2.991 2.737
C -4.120 2.573 5.078
H -4.082 5.459 3.134
H -4.924 5.265 4.680
H -3.152 5.199 4.623
H -4.970 2.800 5.721
H -3.207 2.741 5.650
H -4.169 1.529 4.780
C -1.573 -5.005 -4.872
C -1.268 -3.832 -3.975
O -1.361 -2.691 -4.368
C -0.838 -4.144 -2.563
H -1.867 -4.650 -5.856
H -0.692 -5.642 -4.966
H -2.381 -5.601 -4.445
H 0.070 -4.750 -2.570
H -1.619 -4.708 -2.051
H -0.648 -3.221 -2.022
C 11.424 -0.565 -2.868
C 10.429 -1.497 -2.219
O 9.963 -1.270 -1.130
C 10.044 -2.730 -3.004
H 11.617 0.277 -2.209
H 12.358 -1.092 -3.064
H 11.031 -0.199 -3.817
H 10.927 -3.337 -3.206
H 9.601 -2.442 -3.959
H 9.326 -3.315 -2.435
C -6.365 5.944 0.940
C -7.354 6.017 2.078
O -7.064 6.512 3.140
C -8.723 5.432 1.824
H -5.425 6.396 1.244
H -6.190 4.904 0.662
H -6.756 6.475 0.070
H -8.636 4.374 1.572
H -9.201 5.945 0.988
H -9.338 5.542 2.713
C -4.737 -1.388 7.084
C -4.495 -0.269 8.071
O -4.661 0.887 7.769
C -4.033 -0.672 9.451
H -5.063 -0.972 6.134
H -3.820 -1.959 6.934
H -5.504 -2.064 7.464
H -3.090 -1.217 9.386
H -4.773 -1.322 9.919
H -3.894 0.216 10.062
C -4.838 -0.449 -6.791
C -3.462 -0.314 -7.404
O -3.312 -0.194 -8.596
C -2.298 -0.345 -6.447
H -5.591 -0.416 -7.574
H -4.916 -1.395 -6.253
H -5.015 0.362 -6.084
H -2.280 -1.289 -5.897
H -2.382 0.470 -5.726
H -1.372 -0.239 -7.009
*
```

=====

No. 2
The following is a DFT calculation (the ωB97M-V functional and the def2-TZVPD basis) of a 10-piece molecular cluster, H20N2O11 overall at a distorted geometry.

* total energy: -948.917832 a.u.
* Kohn-Sham gap: 7.0 eV
* max |F|: 0.15723 hartree/bohr
* LUMO energy: -0.6 eV
* energy above the lowest of the compared OMol25 structures with the same formula, charge and spin: 35.6 kcal per mole

Structure (ORCA input):
```
! RIJCOSX wB97M-V def2-TZVPD def2/J DEFGRID3
* xyz 0 1
N -0.417 0.234 0.208
H -0.073 0.810 -0.573
H -1.347 -0.129 0.045
H -0.329 0.734 1.200
H 0.230 -0.475 0.556
N -1.333 -0.531 4.038
O -1.905 -1.112 4.961
O -0.053 -0.624 3.912
O -1.998 0.019 3.207
O 1.664 -2.878 0.016
H 1.571 -3.129 0.949
H 2.180 -2.206 0.181
O -2.102 -2.465 1.153
H -1.799 -2.967 1.978
H -2.775 -1.813 1.695
O 2.942 1.878 -1.471
H 3.821 1.858 -1.988
H 2.188 1.417 -1.926
O 1.020 0.707 -3.191
H 0.684 1.106 -4.002
H 1.527 -0.126 -3.532
O 2.676 -0.277 0.514
H 2.804 0.132 1.431
H 3.353 0.186 0.006
O -1.109 -1.200 -3.077
H -0.972 -2.046 -2.777
H -0.444 -0.767 -2.755
O -0.581 3.155 1.725
H -1.097 3.289 2.415
H 0.023 3.890 1.558
O -2.552 1.268 -1.961
H -2.291 0.653 -2.547
H -3.498 1.423 -1.961
*
```

=====

No. 3
The following is a DFT calculation (the ωB97M-V functional and the def2-TZVPD basis) of C3H7CeFO2 as an isolated structure at a distorted geometry.

* total energy: -843.627940 a.u.
* Kohn-Sham gap (spin up / spin down): 7.2 / 7.2 eV
* max |F|: 0.07945 hartree/bohr
* LUMO energy (spin up / spin down): -4.8 / -4.8 eV
* energy above the lowest of the compared OMol25 structures with the same formula, charge and spin: 0.0 kcal per mole

Structure (ORCA input):
```
! RIJCOSX wB97M-V def2-TZVPD def2/J DEFGRID3
* xyz 1 2
Ce -0.531 0.751 -1.210
F -1.491 -1.322 -0.669
O 1.553 0.763 -0.946
C 2.303 0.711 0.223
C 1.574 0.177 1.459
O 0.492 0.967 1.887
C -0.819 0.636 1.369
H 2.678 1.724 0.484
H 3.196 0.062 0.095
H 2.293 0.146 2.294
H 1.229 -0.859 1.264
H -1.617 -0.067 1.688
H -1.521 -1.390 0.413
H -1.372 1.421 1.919
*
```

=====

No. 4
The following is a DFT calculation (the ωB97M-V functional and the def2-TZVPD basis) of C26H24N5Re as an isolated structure at a distorted geometry.

* total energy: -1356.219126 a.u.
* Kohn-Sham gap (spin up / spin down): 7.8 / 5.8 eV
* max |F|: 0.02198 hartree/bohr
* LUMO energy (spin up / spin down): -9.1 / -11.7 eV

Structure (ORCA input):
```
! RIJCOSX wB97M-V def2-TZVPD def2/J DEFGRID3
* xyz 3 4
Re -0.211 -0.193 -0.251
C 2.239 3.569 -4.962
C 1.640 3.120 -3.664
C 0.345 3.508 -3.296
C -0.223 3.096 -2.106
C 0.504 2.279 -1.239
N -0.022 1.813 0.003
C -0.320 2.661 1.003
C -0.067 4.059 0.864
C -0.410 4.951 1.834
C -1.011 4.517 3.030
C -1.369 5.484 4.105
C -1.209 3.141 3.211
C -0.875 2.218 2.246
N -1.068 0.829 2.543
C -1.534 0.323 3.706
C -1.345 -1.042 3.715
C -0.745 -1.321 2.505
N -0.583 -0.195 1.780
C 1.789 1.865 -1.611
C 2.350 2.276 -2.806
N 2.495 0.988 -0.739
C 3.811 0.897 -0.491
C 4.030 -0.236 0.270
C 2.780 -0.806 0.442
N 1.839 -0.066 -0.171
H 1.797 4.507 -5.291
H 3.316 3.704 -4.874
H 2.057 2.822 -5.738
H -0.219 4.155 -3.957
H -1.217 3.423 -1.825
H 0.418 4.411 -0.034
H -0.207 6.004 1.693
H -1.657 6.447 3.685
H -2.176 5.112 4.734
H -0.496 5.654 4.744
H -1.623 2.830 4.158
H -1.966 0.954 4.460
H -1.603 -1.728 4.504
H -0.419 -2.269 2.107
H 3.341 1.937 -3.080
H 4.496 1.640 -0.869
H 4.974 -0.589 0.649
H 2.501 -1.697 0.982
C -2.432 -0.745 -0.972
C -1.826 0.012 -1.980
C -0.605 -0.425 -2.559
C -0.013 -1.632 -2.144
C -0.594 -2.393 -1.112
C -1.783 -1.918 -0.515
H -3.354 -0.414 -0.513
H -2.271 0.945 -2.301
H -0.118 0.186 -3.309
H 0.934 -1.940 -2.570
H -0.131 -3.312 -0.781
H -2.218 -2.466 0.312
*
```

=====

No. 5
The following is a DFT calculation (the ωB97M-V functional and the def2-TZVPD basis) of an isolated ion of composition C9H12BCl3F3O3 and charge -1.

* total energy: -2281.075930 a.u.
* Kohn-Sham gap: 8.0 eV
* max |F|: 0.01568 hartree/bohr
* LUMO energy: 3.1 eV

Structure (ORCA input):
```
! RIJCOSX wB97M-V def2-TZVPD def2/J DEFGRID3
* xyz -1 1
C -1.202 0.683 3.350
C -1.548 -0.516 2.452
Cl -0.158 -1.664 2.372
C -2.015 -0.057 1.079
Cl -3.074 -1.348 0.362
B -0.925 0.510 -0.066
C -1.690 1.711 -0.892
O 0.336 1.006 0.536
C 1.434 0.268 0.107
C 0.916 -0.637 -1.054
C 1.332 -0.127 -2.475
C 2.606 0.657 -2.591
O 2.765 1.736 -3.051
Cl 4.049 -0.250 -1.980
C 1.296 -2.160 -0.891
F 2.021 -2.439 0.203
F 0.244 -2.947 -0.855
F 2.058 -2.627 -1.917
O -0.464 -0.553 -1.003
H -1.268 1.619 2.792
H -1.899 0.737 4.193
H -0.194 0.598 3.754
H -2.333 -1.121 2.907
H -2.711 0.767 1.273
H -2.640 1.351 -1.312
H -1.068 2.048 -1.731
H -1.905 2.580 -0.255
H 1.863 -0.339 0.907
H 2.224 0.953 -0.227
H 0.519 0.518 -2.811
H 1.430 -0.956 -3.178
*
```

=====

No. 6
The following is a DFT calculation (the ωB97M-V functional and the def2-TZVPD basis) of C41H80F3MgO27 as an isolated structure at a distorted geometry.

* total energy: -4141.100165 a.u.
* Kohn-Sham gap: 5.5 eV
* max |F|: 0.07077 hartree/bohr
* LUMO energy: -5.1 eV

Structure (ORCA input):
```
! RIJCOSX wB97M-V def2-TZVPD def2/J DEFGRID3
* xyz 1 1
Mg -16.179 -16.155 -18.110
C -16.868 -18.814 -19.925
O -17.642 -18.537 -21.048
O -16.791 -17.643 -19.220
C -17.449 -20.050 -19.226
F -18.785 -20.002 -18.987
F -17.330 -21.244 -19.863
F -16.833 -20.213 -18.037
C -17.716 -19.454 -22.125
C -18.376 -18.791 -23.324
H -17.835 -17.953 -23.763
H -18.610 -19.532 -24.085
H -19.302 -18.384 -22.905
H -18.314 -20.323 -21.832
H -16.733 -19.863 -22.379
H -15.882 -19.176 -20.257
C -17.565 -24.954 -17.259
C -16.731 -24.169 -18.250
C -15.339 -24.028 -17.569
O -15.456 -24.807 -16.357
C -16.832 -24.790 -15.969
H -17.707 -25.968 -17.639
H -18.605 -24.617 -17.186
H -17.061 -23.149 -18.433
H -16.587 -24.755 -19.157
H -15.143 -23.009 -17.223
H -14.514 -24.512 -18.086
H -16.981 -23.768 -15.583
H -17.041 -25.468 -15.146
C -16.541 -24.476 -22.485
C -15.157 -24.630 -21.870
C -14.766 -23.234 -21.498
O -15.256 -22.452 -22.611
C -16.486 -23.059 -23.081
H -17.270 -24.505 -21.673
H -16.722 -25.300 -23.172
H -14.415 -25.129 -22.497
H -15.196 -25.336 -21.032
H -13.689 -23.194 -21.360
H -15.381 -22.886 -20.660
H -16.551 -23.060 -24.166
H -17.262 -22.444 -22.617
C -21.266 -20.311 -21.158
C -22.290 -19.827 -22.187
C -23.456 -19.545 -21.289
O -23.377 -20.361 -20.132
C -22.125 -21.101 -20.150
H -20.968 -19.435 -20.568
H -20.387 -20.849 -21.510
H -22.511 -20.644 -22.887
H -21.888 -19.092 -22.886
H -24.396 -19.517 -21.840
H -23.287 -18.528 -20.897
H -22.320 -22.124 -20.475
H -21.657 -21.096 -19.167
C -23.105 -22.592 -17.109
C -21.621 -22.756 -16.883
C -21.138 -21.416 -17.467
O -22.194 -20.465 -17.327
C -23.318 -21.140 -16.741
H -23.687 -23.309 -16.528
H -23.409 -22.712 -18.152
H -21.247 -23.658 -17.369
H -21.404 -22.874 -15.819
H -20.852 -21.589 -18.512
H -20.194 -21.037 -17.066
H -24.265 -20.747 -17.108
H -23.186 -20.929 -15.672
C -21.139 -16.239 -21.912
O -21.027 -16.444 -23.336
C -20.970 -15.349 -24.104
O -21.108 -14.239 -23.674
O -20.676 -15.659 -25.350
C -20.364 -16.990 -25.779
H -22.076 -15.804 -21.589
H -20.272 -15.641 -21.628
H -20.888 -17.226 -21.528
H -19.358 -17.229 -25.431
H -20.363 -17.007 -26.862
H -21.058 -17.661 -25.280
C -18.235 -20.260 -14.956
O -18.422 -20.133 -13.550
C -19.602 -20.311 -13.005
O -20.634 -20.537 -13.589
O -19.456 -20.290 -11.683
C -20.631 -20.361 -10.876
H -17.191 -20.077 -15.196
H -18.943 -19.579 -15.422
H -18.342 -21.307 -15.245
H -21.164 -19.418 -10.945
H -20.349 -20.597 -9.853
H -21.205 -21.231 -11.199
C -17.130 -15.709 -21.875
O -16.270 -14.576 -21.816
C -15.663 -14.278 -20.710
O -15.568 -14.976 -19.708
O -15.116 -13.099 -20.844
C -14.337 -12.523 -19.791
H -16.592 -16.489 -22.419
H -17.930 -15.466 -22.576
H -17.510 -16.072 -20.925
H -14.991 -12.419 -18.924
H -14.056 -11.524 -20.106
H -13.444 -13.111 -19.590
C -19.917 -23.106 -20.463
O -20.831 -24.137 -20.126
C -21.666 -24.527 -21.100
O -21.784 -24.013 -22.174
O -22.368 -25.541 -20.597
C -23.186 -26.254 -21.524
H -19.269 -22.859 -19.627
H -20.468 -22.188 -20.681
H -19.302 -23.416 -21.307
H -24.124 -25.773 -21.782
H -23.370 -27.179 -20.967
H -22.660 -26.657 -22.390
C -19.932 -17.321 -18.432
O -20.252 -15.922 -18.342
C -19.290 -15.052 -18.340
O -18.094 -15.305 -18.320
O -19.831 -13.859 -18.247
C -19.050 -12.693 -18.111
H -20.854 -17.890 -18.297
H -19.318 -17.730 -17.631
H -19.578 -17.554 -19.433
H -19.343 -12.176 -17.196
H -19.233 -11.970 -18.905
H -17.979 -12.895 -18.074
C -14.829 -19.748 -24.821
O -14.459 -19.166 -23.574
C -14.251 -17.857 -23.500
O -14.556 -17.059 -24.337
O -13.698 -17.667 -22.303
C -13.216 -16.392 -21.970
H -15.760 -19.280 -25.149
H -14.960 -20.815 -24.685
H -14.118 -19.500 -25.609
H -13.990 -15.619 -22.045
H -12.402 -15.972 -22.559
H -12.991 -16.374 -20.904
C -13.788 -20.494 -12.029
O -14.308 -20.788 -13.339
C -14.058 -19.944 -14.321
O -13.437 -18.922 -14.321
O -14.593 -20.513 -15.411
C -14.412 -19.957 -16.692
H -13.768 -19.420 -11.860
H -12.780 -20.893 -11.917
H -14.447 -21.071 -11.388
H -13.485 -19.388 -16.778
H -15.263 -19.325 -16.935
H -14.369 -20.707 -17.478
*
```